Record 1
A molecular structure, C4H7NiO3, computed with ωB97M-V/def2-TZVPD.

Results
Charge = +1
Energy relative to the best compared isomer or geometry (same formula, charge and spin) = 33.1 kcal/mol
Multiplicity = 3
Gap between HOMO and LUMO (alpha / beta) = 8.1 / 7.9 eV
E = -51434.662 eV
LUMO energy (alpha / beta) = -5.36 / -6.26 eV

Structure (XYZ):
```
15
C4H7NiO3 (ωB97M-V/def2-TZVPD)
O 0.225 0.132 -0.615
C 0.332 -0.455 0.512
O -0.373 -0.166 1.515
Ni -0.811 1.642 2.561
O 0.789 -1.677 0.488
C 1.696 -2.060 -0.555
H 2.476 -1.300 -0.677
H 2.132 -3.006 -0.226
H 1.150 -2.191 -1.495
C -0.574 1.375 -0.839
H 0.167 2.181 -0.730
H -1.051 1.133 -1.799
C -1.609 1.383 0.773
H -2.457 0.695 0.660
H -2.090 2.313 0.429
```

Record 2
A molecular structure, C12H6Cl3NO3Pd, computed with ωB97M-V/def2-TZVPD.

Results
Energy relative to the best compared isomer or geometry (same formula, charge and spin) = 8.1 kcal/mol
Multiplicity = 1
Gap between HOMO and LUMO = 6.4 eV
E = -61220.988 eV
LUMO energy = -1.83 eV

Structure (XYZ):
```
26
C12H6Cl3NO3Pd (ωB97M-V/def2-TZVPD)
Pd 0.019 0.004 -0.004
Cl -6.870 0.762 1.913
C -5.308 0.173 1.462
C -4.286 1.070 1.217
C -3.051 0.571 0.859
Cl -1.729 1.655 0.538
C -2.751 -0.797 0.724
O -1.589 -1.258 0.388
C -3.843 -1.666 0.989
Cl -3.551 -3.353 0.844
C -5.087 -1.194 1.348
H -4.460 2.134 1.305
H -5.886 -1.897 1.540
O 3.707 -1.523 -1.074
C 2.700 -0.917 -0.775
O 1.551 -1.398 -0.479
C 2.786 0.613 -0.740
C 3.961 1.279 -1.037
C 3.971 2.662 -0.987
C 2.804 3.335 -0.641
C 1.671 2.600 -0.358
N 1.674 1.266 -0.410
H 4.828 0.690 -1.298
H 4.872 3.216 -1.213
H 2.767 4.413 -0.590
H 0.741 3.080 -0.085
```

Record 3
A single C3H7N3O molecule, computed with ωB97M-V/def2-TZVPD.

Results
Energy relative to the best compared isomer or geometry (same formula, charge and spin) = 2.2 kcal/mol
Multiplicity = 1
Gap between HOMO and LUMO = 10.4 eV
E = -9742.936 eV
LUMO energy = 0.79 eV

Structure (XYZ):
```
14
C3H7N3O (ωB97M-V/def2-TZVPD)
H 2.349 -1.563 3.052
N 1.557 -0.962 2.838
C 1.326 -0.981 1.590
N 0.288 -0.231 1.067
C 0.041 -0.157 -0.301
O 0.694 -0.793 -1.112
N -0.990 0.674 -0.633
C -1.309 0.959 -2.015
H 1.863 -1.537 0.819
H -0.240 0.310 1.737
H -1.436 1.221 0.086
H -0.704 0.293 -2.632
H -1.071 1.997 -2.275
H -2.368 0.772 -2.220
```

Record 4
A molecular structure, C21H29BrCa2CsFLiNO10, computed with ωB97M-V/def2-TZVPD.

Results
Charge = -2
Multiplicity = 1
Gap between HOMO and LUMO = 1.2 eV
E = -154566.614 eV
LUMO energy = -0.66 eV

Structure (XYZ):
```
67
C21H29BrCa2CsFLiNO10 (ωB97M-V/def2-TZVPD)
C 6.305 -0.008 1.009
C 5.015 -0.798 1.716
Br 3.728 0.699 2.232
C 4.321 -1.916 0.722
C 2.680 -1.841 1.001
C 1.839 -1.216 -0.086
C 0.226 -1.103 0.228
O -0.596 -0.935 -0.814
C -0.252 -1.154 1.817
C -1.730 -0.440 2.133
C -1.399 1.198 2.187
C -2.496 2.087 1.340
C -1.719 3.104 0.277
N -1.776 2.644 -1.162
C -2.487 1.498 -1.847
C -2.122 1.633 -3.441
C -1.154 2.950 -3.608
C -0.961 3.527 -2.084
C 0.573 -1.807 2.912
C 2.027 -2.429 2.406
O 2.671 -3.361 3.125
H 7.024 -0.727 0.428
H 6.809 0.606 1.868
H 5.799 0.760 0.248
H 5.302 -1.339 2.716
H 4.559 -1.730 -0.431
H 4.702 -3.027 0.934
H 2.371 -0.832 -1.070
H -2.530 -0.703 1.317
H -2.040 -0.731 3.229
H -0.336 1.361 1.675
H -1.397 1.564 3.310
H -3.096 2.781 2.102
H -3.298 1.409 0.824
H -2.323 4.132 0.341
H -0.639 3.353 0.671
H -3.143 0.711 -1.277
H -2.513 0.883 -4.252
H -0.688 3.335 -4.611
H -0.313 4.455 -1.753
H 0.209 -1.865 4.041
O -2.236 -0.058 5.180
H -2.360 -0.247 6.093
Li 0.402 0.559 3.613
Cs 0.102 -2.434 -1.719
C -0.220 -6.109 2.711
O -0.967 -6.842 1.900
H -0.694 -5.229 3.178
H 0.202 -6.608 3.600
H 0.688 -5.649 2.284
O 8.903 -0.310 -0.419
H 9.300 -0.405 0.428
Ca -1.398 1.708 -6.065
C 0.419 6.290 0.697
O 0.825 6.355 -0.453
O -0.370 7.085 1.220
O 0.734 5.419 1.515
Ca 10.002 0.771 -1.934
F -4.098 -2.679 -0.041
O -5.108 0.196 -6.336
C -5.846 -0.245 -5.308
C -5.750 -1.841 -5.232
O -6.501 -2.284 -4.213
H -6.926 -0.012 -5.329
H -5.570 0.116 -4.302
H -4.671 -2.071 -5.196
H -6.012 -2.204 -6.242
```

Record 5
A molecular structure, C3H4BrI, computed with ωB97M-V/def2-TZVPD.

Results
Energy relative to the best compared isomer or geometry (same formula, charge and spin) = 14.5 kcal/mol
Multiplicity = 1
Gap between HOMO and LUMO = 9.7 eV
E = -81317.437 eV
LUMO energy = 0.17 eV

Structure (XYZ):
```
9
C3H4BrI (ωB97M-V/def2-TZVPD)
C -0.577 -0.490 0.349
C 0.652 -0.239 -0.080
C 1.330 1.104 0.179
Br 2.345 1.137 1.819
I 2.574 1.815 -1.435
H -0.974 -1.527 0.215
H -1.250 0.282 0.736
H 1.403 -0.884 -0.110
H 0.534 1.758 0.356
```

Record 6
A molecular structure, C4H16CuN8O4, computed with ωB97M-V/def2-TZVPD.

Results
Charge = +1
Energy relative to the best compared isomer or geometry (same formula, charge and spin) = 62.1 kcal/mol
Multiplicity = 1
Gap between HOMO and LUMO = 9.3 eV
E = -69154.718 eV
LUMO energy = -2.36 eV

Structure (XYZ):
```
33
C4H16CuN8O4 (ωB97M-V/def2-TZVPD)
Cu -0.156 0.948 1.200
C 0.908 1.152 -1.931
O 1.261 1.048 -0.770
N 0.586 0.123 -2.626
N 0.934 2.330 -2.621
H 0.438 0.235 -3.618
H 0.424 -0.749 -2.143
H 1.402 3.094 -2.154
H 0.947 2.315 -3.631
C -3.066 0.223 -0.096
O -2.165 0.942 0.216
N -3.357 0.063 -1.387
N -3.532 -0.672 0.725
H -4.345 -0.137 -1.453
H -2.983 0.847 -1.902
H -4.311 -1.289 0.546
H -3.023 -0.671 1.598
C 2.798 1.324 2.404
O 1.827 0.628 2.401
N 3.340 1.575 1.277
N 3.585 1.907 3.304
H 4.308 1.866 1.277
H 2.946 0.998 0.547
H 3.353 1.889 4.287
H 4.060 2.760 3.047
C -0.418 -2.482 0.267
O 0.065 -1.468 0.646
N -1.056 -2.486 -0.858
N -0.503 -3.482 0.982
H -1.477 -3.393 -1.001
H -1.594 -1.695 -1.182
H -1.173 -4.209 0.777
H -0.024 -3.535 1.870
```

Record 7
A molecular structure, C47H63FNO5P2SSbTi, computed with ωB97M-V/def2-TZVPD.

Results
Charge = -1
Energy relative to the best compared isomer or geometry (same formula, charge and spin) = 19.4 kcal/mol
Multiplicity = 2
Gap between HOMO and LUMO (alpha / beta) = 6.9 / 7.0 eV
E = -123280.149 eV
LUMO energy (alpha / beta) = 2.41 / 2.41 eV

Structure (XYZ):
```
122
C47H63FNO5P2SSbTi (ωB97M-V/def2-TZVPD)
Ti -0.087 0.329 -1.107
C -3.286 -2.264 -4.672
C -2.917 -2.201 -3.194
C -3.484 -3.391 -2.418
P -1.139 -1.904 -2.742
C -0.074 -3.332 -3.265
C -0.516 -4.160 -4.471
C 0.164 -4.249 -2.062
C -0.687 -0.595 -3.948
C 0.038 -0.781 -5.122
C 0.375 0.275 -5.950
C 1.166 0.059 -7.211
C -0.006 1.560 -5.559
C -0.705 1.782 -4.390
C -1.079 0.702 -3.579
N -1.701 0.788 -2.330
C -2.592 1.746 -1.912
C -3.205 2.693 -2.748
C -4.120 3.606 -2.250
C -4.489 3.619 -0.913
C -5.474 4.618 -0.366
C -3.921 2.649 -0.092
C -2.996 1.721 -0.547
P -2.332 0.351 0.477
C -3.828 -0.753 0.520
C -5.094 -0.171 1.145
C -3.542 -2.150 1.080
C -1.878 0.964 2.183
C -2.395 2.312 2.675
C -2.084 -0.105 3.258
H -4.375 -2.293 -4.775
H -2.889 -3.156 -5.155
H -2.920 -1.391 -5.214
H -3.367 -1.288 -2.784
H -3.131 -4.338 -2.833
H -4.576 -3.398 -2.471
H -3.197 -3.364 -1.366
H 0.874 -2.834 -3.495
H -1.439 -4.706 -4.261
H 0.252 -4.903 -4.701
H -0.683 -3.565 -5.369
H -0.774 -4.636 -1.656
H 0.683 -3.723 -1.265
H 0.776 -5.105 -2.360
H 0.390 -1.771 -5.384
H 1.399 -0.997 -7.350
H 2.111 0.606 -7.182
H 0.616 0.401 -8.091
H 0.296 2.409 -6.163
H -0.898 2.791 -4.057
H -2.978 2.698 -3.803
H -4.562 4.328 -2.930
H -5.760 5.341 -1.131
H -5.055 5.176 0.475
H -6.389 4.136 -0.010
H -4.232 2.617 0.944
H -3.998 -0.867 -0.558
H -4.935 0.096 2.192
H -5.895 -0.917 1.116
H -5.444 0.714 0.616
H -3.516 -2.146 2.170
H -2.594 -2.555 0.722
H -4.339 -2.834 0.778
H -0.799 1.086 2.056
H -3.457 2.278 2.932
H -2.236 3.098 1.939
H -1.845 2.580 3.582
H -1.566 0.206 4.168
H -1.680 -1.081 2.983
H -3.141 -0.239 3.498
O 3.587 -0.182 -1.047
S 2.427 -0.311 -1.899
O 2.658 -0.866 -3.208
O 1.649 1.001 -1.971
O 1.348 -1.159 -1.168
O -0.103 -2.565 1.063
H -0.629 -1.787 1.271
H 0.415 -2.245 0.308
F -0.161 1.870 -0.050
C 1.672 3.585 1.408
C 3.152 3.302 1.405
C 4.024 4.372 1.194
C 5.388 4.178 1.060
C 5.905 2.893 1.119
C 5.053 1.824 1.346
C 3.684 2.012 1.528
Sb 2.416 0.300 1.802
C 3.917 -1.191 2.150
C 3.890 -2.247 1.238
C 4.764 -3.318 1.344
C 5.689 -3.340 2.376
C 5.721 -2.300 3.292
C 4.839 -1.222 3.207
C 4.893 -0.175 4.290
C 1.915 0.634 3.898
C 1.975 1.909 4.460
C 1.518 2.167 5.746
C 0.995 1.132 6.504
C 0.957 -0.148 5.972
C 1.412 -0.418 4.681
C 1.403 -1.839 4.188
H 1.461 4.540 1.895
H 1.084 2.817 1.910
H 1.293 3.625 0.386
H 3.611 5.372 1.113
H 6.041 5.026 0.889
H 6.966 2.719 0.986
H 5.463 0.821 1.373
H 3.184 -2.219 0.418
H 4.728 -4.120 0.617
H 6.389 -4.162 2.469
H 6.443 -2.322 4.102
H 5.875 -0.175 4.766
H 4.146 -0.377 5.061
H 4.696 0.827 3.914
H 2.411 2.725 3.897
H 1.577 3.171 6.150
H 0.628 1.313 7.508
H 0.569 -0.967 6.569
H 0.831 -2.479 4.862
H 2.419 -2.237 4.124
H 0.973 -1.939 3.190
```

Record 8
A single C24H24FN3O3 molecule, computed with ωB97M-V/def2-TZVPD.

Results
Multiplicity = 1
Gap between HOMO and LUMO = 9.2 eV
E = -38607.886 eV
LUMO energy = 0.49 eV

Structure (XYZ):
```
55
C24H24FN3O3 (ωB97M-V/def2-TZVPD)
C 8.468 1.176 -0.697
O 7.155 1.646 -0.503
C 6.160 0.747 -0.352
C 6.301 -0.639 -0.366
C 5.200 -1.452 -0.197
C 3.921 -0.931 -0.004
C 2.817 -1.900 0.185
O 2.992 -3.093 0.047
C 1.453 -1.341 0.540
C 0.560 -2.388 1.208
C -0.826 -1.804 1.471
C -1.439 -1.241 0.184
N -0.529 -0.289 -0.416
C -0.566 1.055 -0.211
O 0.426 1.754 -0.338
C -1.897 1.649 0.106
C -1.995 2.595 1.120
C -3.212 3.190 1.398
C -4.336 2.850 0.664
C -4.242 1.930 -0.370
C -5.453 1.490 -1.158
N -5.736 0.106 -0.871
C -6.545 -0.385 0.088
C -6.413 -1.754 0.061
C -5.478 -1.992 -0.954
N -5.077 -0.861 -1.501
C -3.019 1.337 -0.651
C 0.751 -0.874 -0.748
C 3.763 0.459 0.008
C 4.865 1.261 -0.166
F 4.711 2.598 -0.153
H 8.548 0.580 -1.611
H 9.085 2.068 -0.792
H 8.812 0.585 0.157
H 7.272 -1.086 -0.508
H 5.313 -2.526 -0.208
H 1.568 -0.480 1.204
H 1.013 -2.718 2.145
H 0.485 -3.259 0.554
H -1.487 -2.570 1.880
H -0.748 -0.997 2.205
H -2.394 -0.766 0.403
H -1.610 -2.049 -0.534
H -1.111 2.856 1.684
H -3.287 3.919 2.191
H -5.287 3.311 0.890
H -5.252 1.571 -2.230
H -6.327 2.092 -0.903
H -7.148 0.256 0.700
H -6.914 -2.473 0.674
H -5.093 -2.929 -1.305
H -2.952 0.627 -1.462
H 1.342 -0.124 -1.275
H 0.585 -1.732 -1.406
H 2.807 0.946 0.128
```